Arrangement A

Molecular formula: C30H29N6O5SV
Method: DFT, the ωB97M-V functional and the def2-TZVPD basis

```
72
C30H29N6O5SV (the ωB97M-V functional and the def2-TZVPD basis)
V -1.063 -0.149 1.019
C -2.806 -1.253 3.535
O -1.499 -1.029 2.996
C -0.542 -2.029 3.175
C -0.738 -3.205 3.866
C 0.333 -4.091 3.968
C 1.562 -3.802 3.396
C 1.747 -2.613 2.701
C 0.687 -1.740 2.586
N 0.708 -0.492 1.894
N 1.708 0.253 2.117
C 1.636 1.567 1.830
C 0.389 2.229 1.744
O -0.734 1.559 1.687
C 0.345 3.643 1.810
C 1.495 4.357 1.846
C 2.782 3.734 1.859
C 3.964 4.497 1.871
C 5.187 3.878 1.891
C 5.262 2.477 1.899
C 4.121 1.713 1.882
C 2.862 2.331 1.869
H -2.740 -1.418 4.608
H -3.278 -2.105 3.043
H -3.368 -0.343 3.345
H -1.686 -3.444 4.325
H 0.193 -5.019 4.506
H 2.380 -4.503 3.488
H 2.693 -2.359 2.242
H -0.626 4.119 1.785
H 1.451 5.440 1.858
H 3.894 5.577 1.861
H 6.094 4.468 1.899
H 6.230 1.995 1.910
H 4.180 0.634 1.870
N 0.281 -0.231 -7.232
C 0.361 0.107 -5.904
C -0.028 1.380 -5.470
C 0.015 1.708 -4.132
C 0.454 0.765 -3.210
C 0.848 -0.505 -3.622
C 0.798 -0.833 -4.959
S 0.520 1.169 -1.523
O 1.590 0.440 -0.899
O 0.423 2.591 -1.363
N -0.826 0.477 -0.839
C -2.101 0.931 -1.006
N -2.569 1.558 -2.076
C -3.864 1.845 -2.045
C -4.704 1.526 -0.980
C -4.124 0.901 0.101
N -2.823 0.616 0.097
H 0.213 0.515 -7.903
H 0.796 -1.035 -7.547
H -0.362 2.111 -6.196
H -0.282 2.689 -3.790
H 1.213 -1.217 -2.893
H 1.110 -1.816 -5.289
H -4.253 2.363 -2.915
H -5.755 1.769 -0.994
H -4.687 0.635 0.987
C -2.623 -3.512 -0.483
C -1.401 -2.633 -0.659
C -0.102 -3.413 -0.738
O -1.315 -1.748 0.453
H -2.734 -4.167 -1.347
H -3.527 -2.909 -0.389
H -2.514 -4.130 0.410
H -1.511 -2.007 -1.553
H 0.025 -4.019 0.161
H 0.747 -2.733 -0.823
H -0.116 -4.070 -1.608
```

Properties
Multiplicity ... 2
Kohn-Sham gap (spin up / spin down) ... 0.2390 / 0.2421 Ha
Total charge ... +1
HOMO energy (spin up / spin down) ... -10.40 / -10.43 eV
<S²> ... 0.774

Arrangement B

Molecular formula: C30H29N6O5SV
Method: DFT, the ωB97M-V functional and the def2-TZVPD basis

```
72
C30H29N6O5SV (the ωB97M-V functional and the def2-TZVPD basis)
V -0.133 -0.090 -0.090
C 1.443 3.131 0.855
O 0.738 1.947 1.194
C -0.267 2.054 2.123
C -0.614 3.191 2.840
C -1.660 3.137 3.755
C -2.371 1.968 3.964
C -2.007 0.816 3.289
C -0.967 0.859 2.376
N -0.486 -0.274 1.707
N -0.189 -1.249 2.458
C 0.648 -2.204 2.072
C 1.533 -1.968 0.966
O 1.258 -0.969 0.211
C 2.670 -2.796 0.815
C 2.798 -3.924 1.569
C 1.828 -4.294 2.537
C 1.881 -5.533 3.194
C 0.894 -5.896 4.078
C -0.164 -5.027 4.348
C -0.235 -3.802 3.728
C 0.755 -3.418 2.820
H 2.053 3.475 1.698
H 0.750 3.922 0.550
H 2.091 2.868 0.019
H -0.078 4.117 2.710
H -1.907 4.025 4.315
H -3.187 1.942 4.666
H -2.524 -0.122 3.432
H 3.378 -2.560 0.034
H 3.632 -4.591 1.405
H 2.687 -6.215 2.974
H 0.936 -6.853 4.571
H -0.934 -5.329 5.038
H -1.058 -3.130 3.906
N -4.922 -6.490 -3.234
C -4.028 -5.620 -2.696
C -2.659 -5.750 -2.986
C -1.733 -4.924 -2.390
C -2.164 -3.937 -1.522
C -3.511 -3.748 -1.266
C -4.441 -4.573 -1.856
S -1.008 -3.005 -0.573
O -1.558 -2.812 0.742
O 0.307 -3.583 -0.658
N -0.924 -1.461 -1.154
C -0.442 -1.168 -2.366
N -0.741 -1.898 -3.439
C -0.337 -1.432 -4.606
C 0.386 -0.253 -4.736
C 0.716 0.403 -3.560
N 0.306 -0.042 -2.385
H -4.584 -7.322 -3.684
H -5.868 -6.505 -2.896
H -2.334 -6.532 -3.655
H -0.673 -5.054 -2.545
H -3.801 -2.980 -0.565
H -5.491 -4.443 -1.644
H -0.615 -2.030 -5.463
H 0.683 0.136 -5.693
H 1.310 1.309 -3.550
C -2.198 2.855 -1.416
C -2.485 1.462 -0.841
C -3.516 1.529 0.294
O -1.331 0.886 -0.398
H -3.097 3.261 -1.868
H -1.418 2.784 -2.172
H -1.869 3.522 -0.622
H -2.874 0.806 -1.650
H -3.193 2.254 1.040
H -3.606 0.552 0.767
H -4.479 1.830 -0.109
```

Properties
Multiplicity ... 2
Kohn-Sham gap (spin up / spin down) ... 0.2501 / 0.2352 Ha
Total charge ... +1
HOMO energy (spin up / spin down) ... -10.31 / -10.33 eV
<S²> ... 0.786

Stability, lowest: arrangement B

Arrangement A

Molecular formula: C10H12NO2
Method: DFT, the ωB97M-V functional and the def2-TZVPD basis

```
25
C10H12NO2 (the ωB97M-V functional and the def2-TZVPD basis)
C -3.315 0.218 0.079
C -2.706 -0.464 1.117
C -2.633 0.737 -0.948
C -1.362 -0.586 0.971
C -1.269 0.480 -0.966
C 1.361 -0.060 -0.151
C 1.851 1.153 -0.002
C 1.930 -1.391 -0.151
C 1.129 2.446 0.145
C 1.323 -2.760 -0.475
N -0.619 -0.110 -0.039
O 3.132 -1.255 0.016
O 3.149 1.350 0.311
H -4.377 0.272 0.128
H -3.206 -0.996 1.954
H -2.973 1.144 -1.858
H -0.821 -0.939 1.868
H -0.763 0.988 -1.743
H 0.325 2.686 -0.574
H 0.699 2.414 1.160
H 1.857 3.356 0.071
H 2.157 -3.265 -0.909
H 0.384 -2.798 -0.980
H 1.009 -3.188 0.438
H 3.738 0.565 0.539
```

Properties
Kohn-Sham gap ... 0.3652 Ha
Total charge ... +1
HOMO energy ... -13.86 eV

Arrangement B

Molecular formula: C10H12NO2
Method: DFT, the ωB97M-V functional and the def2-TZVPD basis

```
25
C10H12NO2 (the ωB97M-V functional and the def2-TZVPD basis)
C -0.632 3.171 -1.508
O -0.345 1.816 -1.120
C 0.827 1.568 -0.668
O 1.777 2.273 -0.479
C 1.037 -0.062 -0.255
C -0.118 -0.765 0.335
C -0.661 -1.881 -0.294
C -1.750 -2.522 0.268
C -2.301 -2.055 1.449
C -1.770 -0.934 2.070
C -0.681 -0.286 1.517
C 2.159 -0.693 -0.972
N 2.377 -0.115 0.351
H -0.314 3.323 -2.539
H -0.103 3.870 -0.857
H -1.707 3.295 -1.424
H -0.244 -2.234 -1.225
H -2.170 -3.388 -0.220
H -3.148 -2.558 1.888
H -2.207 -0.562 2.983
H -0.265 0.587 1.998
H 2.203 -1.774 -1.028
H 2.637 -0.178 -1.795
H 2.574 -0.713 1.150
H 2.825 0.818 0.374
```

Properties
Kohn-Sham gap ... 0.3764 Ha
Total charge ... +1
HOMO energy ... -13.06 eV

Stability, lowest: arrangement A